Record 1
# C8H17O5

2 unconnected molecules or ions with the total composition C8H17O5 in a non-equilibrium geometry (ωB97M-V with the def2-TZVPD basis set, the Open Molecules 2025 dataset).

Atoms and positions in Å:
O 2.82 0.45 6.07
C 2.10 1.25 5.54
C 1.36 1.01 4.25
O 1.54 -0.25 3.70
C 0.75 -1.27 4.27
C 1.20 -2.60 3.72
O 2.41 -3.00 4.29
C 3.07 -4.02 3.61
H 1.72 1.77 3.53
H 1.90 2.24 6.00
H 0.29 1.25 4.42
H -0.31 -1.11 4.02
H 0.85 -1.27 5.37
H 0.43 -3.36 3.93
H 1.25 -2.53 2.61
H 4.14 -3.77 3.51
H 3.02 -4.95 4.19
H 2.86 -4.07 2.46
O 3.44 -1.92 0.65
C 3.55 -0.67 1.19
C 4.36 -0.61 2.47
O 5.71 -0.89 2.18
C 6.50 -0.99 3.34
H 2.52 -0.34 1.43
H 3.93 0.04 0.42
H 3.95 -1.33 3.19
H 4.26 0.40 2.91
H 7.53 -1.22 3.03
H 6.49 -0.04 3.91
H 6.13 -1.80 3.99

Calculated total energy   -18804.469 eV
Spin multiplicity   2



Record 2
# C29H41F5P2PdS

A molecular structure, C29H41F5P2PdS in a non-equilibrium geometry (ωB97M-V with the def2-TZVPD basis set, the Open Molecules 2025 dataset).

Atoms and positions in Å:
Pd -1.31 -2.38 -0.55
C -2.26 1.92 -1.56
C -3.02 1.16 -0.62
C -1.90 2.83 0.51
C -1.61 2.97 -0.85
C -2.73 1.68 0.68
C -2.35 1.86 -3.03
H -2.80 0.95 -3.41
H -1.37 1.97 -3.51
H -2.98 2.68 -3.37
C -0.89 4.11 -1.42
H -0.73 3.99 -2.50
H 0.10 4.19 -0.94
H -1.42 5.07 -1.25
C -1.51 3.80 1.54
H -1.97 4.79 1.38
H -0.42 3.92 1.51
H -1.79 3.44 2.55
C -3.41 1.32 1.94
H -4.19 2.06 2.16
H -2.71 1.32 2.79
H -3.88 0.35 1.91
C -4.19 0.37 -0.95
H -5.02 1.10 -1.04
H -4.44 -0.33 -0.15
H -4.07 -0.13 -1.92
C 1.73 -3.51 -1.54
C 0.77 -3.78 -2.45
C -0.21 -4.90 -2.41
C -0.60 -5.26 -0.99
C -0.67 -4.08 -0.03
C 0.33 -3.89 0.93
C 1.74 -4.43 0.81
C 2.28 -4.58 -0.62
H 0.21 -5.79 -2.90
H 0.06 -6.04 -0.57
H -1.11 -4.62 -3.00
H 2.07 -5.60 -1.01
H 2.48 -2.72 -1.78
H 0.88 -3.35 -3.46
H 3.37 -4.48 -0.56
H 2.43 -3.78 1.40
H 0.17 -3.59 2.00
H 1.77 -5.43 1.31
H -1.62 -5.68 -1.01
H -1.85 -3.94 0.19
P 0.47 -0.19 -1.44
C 1.96 0.29 -2.37
C -0.41 -1.23 -2.74
P 0.06 -1.40 1.56
C 1.15 -1.24 -0.09
C -1.48 -2.03 2.43
C 0.58 -0.02 2.57
H 2.43 1.13 -1.81
H 1.65 0.69 -3.36
H 2.70 -0.52 -2.51
H -0.75 -2.20 -2.34
H 0.25 -1.39 -3.61
H -1.33 -0.71 -3.04
H 1.36 -0.46 3.19
H -0.23 0.31 3.22
H 0.98 0.84 2.05
H 2.15 -0.94 0.26
H 1.14 -2.30 -0.45
H -1.88 -1.23 3.06
H -1.13 -2.87 3.05
H -2.24 -2.40 1.71
F 4.99 6.00 3.81
C 4.22 5.22 3.03
C 4.38 3.83 3.11
F 5.28 3.27 3.95
C 3.61 3.00 2.31
F 3.76 1.66 2.36
C 2.64 3.50 1.41
S 1.65 2.53 0.45
C 2.53 4.93 1.35
F 1.66 5.50 0.47
C 3.29 5.76 2.14
F 3.17 7.11 2.07

Net charge   +2
Calculated total energy   -77192.677 eV
Spin multiplicity   5



Record 3
# C5H8O2

A molecular structure, C5H8O2 (ωB97M-V with the def2-TZVPD basis set, the Open Molecules 2025 dataset).

Atoms and positions in Å:
C 2.02 -0.33 0.67
C 0.92 0.64 0.32
O 0.65 0.91 -1.07
C -0.34 0.27 -0.31
C -1.75 0.75 0.01
O -2.18 -0.62 0.07
C -1.04 -1.02 -0.71
H 2.01 -0.51 1.75
H 1.88 -1.29 0.16
H 3.00 0.07 0.39
H 0.92 1.56 0.91
H -1.94 1.31 0.93
H -2.22 1.26 -0.85
H -1.26 -0.97 -1.78
H -0.67 -2.03 -0.49

Calculated total energy   -9407.225 eV
Spin multiplicity   1



Record 4
# C4H3F3

2 unconnected molecules or ions with the total composition C4H3F3 in a non-equilibrium geometry (ωB97M-V with the def2-TZVPD basis set, the Open Molecules 2025 dataset).

Atoms and positions in Å:
C -0.28 0.17 -0.98
C -1.24 -0.36 -0.52
C -0.89 -0.83 2.06
C 1.08 0.69 -1.06
F -2.48 -0.74 -0.48
F -0.50 0.33 2.39
F 0.21 -1.57 2.01
H 1.09 1.51 -0.27
H 1.36 1.01 -2.13
H 1.67 -0.22 -1.03

Calculated total energy   -12343.449 eV
Spin multiplicity   1